P) DFT (wB97M-V/def2-TZVPD) results for an isolated molecule of C2H3N3O2.

Summary:
Frontier orbital gap = 10.0 eV
Structure (SMILES) = Nc1nc(=O)[nH]o1

Element x y z (Å)
N 0.233 -1.739 0.451
C 0.071 -0.502 0.256
N 0.191 0.489 1.092
C 0.189 1.587 0.243
O 0.063 2.768 0.539
N -0.047 1.027 -1.120
O 0.076 -0.225 -1.018
H 0.481 -2.088 1.356
H -0.244 -2.486 -0.441
H -1.014 1.169 -1.359

Calculated atomic charges, method Mulliken, unit e:
1 N -0.4250
2 C 0.6414
3 N -0.5380
4 C 0.4708
5 O -0.5552
6 N -0.1576
7 O -0.2706
8 H 0.2487
9 H 0.3364
10 H 0.2491

***

Q) DFT (wB97M-V/def2-TZVPD) results for a structure of composition C2H3N3O2.

Summary:
Frontier orbital gap = 9.3 eV

Element x y z (Å)
C 0.804 -0.384 0.943
C -0.293 0.385 -0.446
N -1.097 0.703 -1.458
O 0.845 0.826 1.470
O 1.112 -1.420 1.691
N -0.585 0.762 0.890
N 0.717 -0.463 -0.459
H 1.176 -2.180 1.092
H -0.942 0.298 -2.368
H -1.738 1.473 -1.354

Calculated atomic charges, method Mulliken, unit e:
1 C 1.0287
2 C 0.4434
3 N -0.3561
4 O -0.2736
5 O -0.4127
6 N -0.5719
7 N -0.7362
8 H 0.3782
9 H 0.2479
10 H 0.2523

***

Relative energies, unit hartree: P) 0.0000; Q) 0.0289

***

P) DFT (wB97M-V/def2-TZVPD) results for an isolated molecule of C2H3N3O2.

Summary:
Frontier orbital gap = 9.9 eV
Structure (SMILES) = Oc1n[nH]c(O)n1

Element x y z (Å)
O 1.224 -1.227 1.827
C 0.343 -0.514 1.038
N -0.935 -0.252 1.244
N -1.318 0.306 0.011
C -0.221 0.432 -0.752
O -0.302 0.962 -2.012
N 0.830 -0.128 -0.193
H 1.972 -1.247 1.190
H -2.273 0.527 -0.043
H 0.680 1.142 -2.309

Calculated atomic charges, method Mulliken, unit e:
1 O -0.4785
2 C 0.6018
3 N -0.6567
4 N 0.1983
5 C 0.4424
6 O -0.5125
7 N -0.5607
8 H 0.3853
9 H 0.2016
10 H 0.3790

***

Q) DFT (wB97M-V/def2-TZVPD) results for an isolated molecule of C2H3N3O2.

Summary:
Frontier orbital gap = 10.4 eV
Structure (SMILES) = O=C1NN1/C=N/O

Element x y z (Å)
O -2.469 -1.220 0.287
C -1.920 -0.182 0.171
N -1.810 1.043 -0.380
N -0.677 0.316 0.357
C 0.561 -0.151 -0.133
N 1.672 -0.099 0.541
O 2.707 -0.511 -0.315
H -1.973 1.750 0.245
H 0.408 -0.613 -1.026
H 3.502 -0.333 0.252

Calculated atomic charges, method Mulliken, unit e:
1 O -0.4705
2 C 0.7654
3 N -0.4610
4 N -0.1970
5 C -0.0385
6 N -0.3209
7 O -0.3364
8 H 0.2869
9 H 0.3930
10 H 0.3790

***

Relative energies, unit hartree: P) 0.0000; Q) 0.1647

***

P) DFT (wB97M-V/def2-TZVPD) results for a cluster of 4 separate species, C3H12NO3 in total.

Summary:
Frontier orbital gap = 6.2 eV
Total charge = +1

Element x y z (Å)
C -0.044 -0.539 -1.166
C -0.618 0.561 -1.752
C 1.530 -1.318 0.330
N 1.056 -0.307 -0.455
H -0.583 -1.483 -0.916
H -0.034 1.489 -1.692
H -1.333 0.434 -2.571
H 1.799 -2.179 -0.236
H 0.773 -1.507 1.136
H 2.446 -1.002 0.833
H -2.412 -0.264 1.562
H -2.352 -1.566 2.392
O -1.937 -1.128 1.670
H 3.973 1.767 -0.060
H 2.620 1.049 -0.396
O 3.314 1.111 0.243
H -3.317 2.136 0.531
H -2.164 1.377 -0.106
O -2.719 1.369 0.653

Calculated atomic charges, method Mulliken, unit e:
1 C 0.1914
2 C -0.6843
3 C -0.7428
4 N -0.0452
5 H 0.3842
6 H 0.3671
7 H 0.3530
8 H 0.4265
9 H 0.3875
10 H 0.2316
11 H 0.3750
12 H 0.3141
13 O -0.6055
14 H 0.3423
15 H 0.3427
16 O -0.6063
17 H 0.3278
18 H 0.2572
19 O -0.6163

***

Q) DFT (wB97M-V/def2-TZVPD) results for a cluster of 2 separate species, C3H12NO3 in total.

Summary:
Frontier orbital gap = 11.7 eV
Total charge = +1

Element x y z (Å)
C 0.381 1.361 0.269
O 0.302 2.030 1.508
C -0.865 0.509 0.100
C -0.649 -0.443 -1.121
O -1.692 -1.406 -0.971
N -0.996 -0.420 1.316
H 1.187 0.621 0.317
H 0.399 2.084 -0.560
H 1.081 2.543 1.740
H -1.811 1.066 0.010
H -0.782 0.056 -2.063
H 0.381 -0.768 -0.950
H -2.370 -1.355 -1.651
H -0.448 -0.051 2.092
H -1.978 -0.472 1.641
H -0.712 -1.366 1.072
H 2.662 -1.492 -1.621
H 3.374 -1.409 -0.378
O 2.536 -1.087 -0.749

Calculated atomic charges, method Mulliken, unit e:
1 C -0.4675
2 O -0.5493
3 C -0.1476
4 C -0.3915
5 O -0.5552
6 N -0.2831
7 H 0.2928
8 H 0.3551
9 H 0.3325
10 H 0.4286
11 H 0.4701
12 H 0.1555
13 H 0.3508
14 H 0.3454
15 H 0.3321
16 H 0.3726
17 H 0.2950
18 H 0.2928
19 O -0.6291

***

Relative energies, unit hartree: P) 0.1478; Q) 0.0000

***

P) DFT (wB97M-V/def2-TZVPD) results for a structure of composition C8H24B2O28.

Summary:
Frontier orbital gap = 8.5 eV
Total charge = -2

Element x y z (Å)
O -0.278 2.004 -4.401
C 0.208 1.068 -3.887
O 0.650 0.047 -4.462
B 1.506 -0.601 -3.493
O 1.729 0.388 -2.398
C 0.999 1.343 -2.740
O 0.867 2.303 -1.958
O 2.782 -1.061 -4.133
C 2.859 -2.206 -3.767
O 3.916 -2.836 -3.844
C 1.748 -2.723 -3.060
O 0.901 -1.821 -2.952
O 1.714 -3.642 -2.264
O -3.503 2.000 0.725
C -2.646 1.281 0.241
O -1.960 0.498 0.881
B -1.232 -0.235 -0.138
O -1.606 0.331 -1.419
C -2.338 1.292 -1.183
O -2.811 2.097 -1.980
O 0.248 -0.152 0.012
C 0.735 -1.275 -0.030
O 1.883 -1.558 0.299
C -0.328 -2.250 -0.129
O -1.468 -1.708 -0.015
O -0.135 -3.483 -0.072
O -1.475 4.419 -2.999
H -2.169 3.944 -2.570
H -1.223 3.798 -3.642
O -1.453 2.065 3.495
H -2.307 1.821 3.205
H -1.466 1.874 4.401
O -0.829 -0.841 3.305
H -1.132 0.000 3.687
H -0.091 -0.552 2.799
O -4.082 1.292 3.239
H -3.662 0.412 3.283
H -3.993 1.456 2.246
O 3.024 1.218 0.255
H 3.566 0.934 0.950
H 2.167 0.879 0.459
O 4.371 -1.718 -0.346
H 4.667 -2.418 0.253
H 3.489 -1.673 -0.135
O 1.839 0.034 2.837
H 1.610 0.200 3.778
H 1.427 0.738 2.347
O 2.204 -4.931 0.646
H 1.387 -4.623 0.204
H 2.405 -4.418 1.425
O 2.419 -3.080 2.559
H 2.186 -2.412 1.898
H 2.335 -2.605 3.417
O -0.927 3.673 0.062
H -0.464 3.210 0.810
H -1.504 4.294 0.576
O -4.268 4.901 -1.006
H -3.965 4.589 -0.145
H -4.213 4.088 -1.489
O -1.324 -3.376 2.443
H -1.855 -2.615 2.377
H -1.137 -3.679 1.542

Calculated atomic charges, method Mulliken, unit e:
1 O -0.6877
2 C 0.5237
3 O -0.6745
4 B 1.1235
5 O -0.3163
6 C 0.7412
7 O -0.6808
8 O -0.5779
9 C 0.4360
10 O -0.7139
11 C 0.6533
12 O -0.3745
13 O -0.5768
14 O -0.9128
15 C 0.7276
16 O -0.6437
17 B 1.5899
18 O -0.5871
19 C 0.4951
20 O -0.8064
21 O 0.6320
22 C 0.8726
23 O -0.3479
24 C 0.0986
25 O -0.5768
26 O -0.9809
27 O -0.6296
28 H 0.2834
29 H 0.3962
30 O -0.6862
31 H 0.3790
32 H 0.2669
33 O -0.5481
34 H 0.2522
35 H 0.1867
36 O -0.8451
37 H 0.3890
38 H 0.4793
39 O -0.6014
40 H 0.3896
41 H -0.0096
42 O -0.7285
43 H 0.3457
44 H 0.4245
45 O -0.5870
46 H 0.2713
47 H 0.2657
48 O -0.7384
49 H 0.3747
50 H 0.3824
51 O -0.7862
52 H 0.2758
53 H 0.3393
54 O -0.5053
55 H 0.2600
56 H 0.2581
57 O -0.6438
58 H 0.3077
59 H 0.3219
60 O -0.6581
61 H 0.2710
62 H 0.4113

***

Q) DFT (wB97M-V/def2-TZVPD) results for a structure of composition C8H24B2O28.

Summary:
Frontier orbital gap = 9.0 eV
Total charge = -2

Element x y z (Å)
O -3.461 -0.897 -3.730
C -2.955 -1.407 -2.749
O -2.339 -2.497 -2.830
B -1.834 -2.875 -1.506
O -2.227 -1.689 -0.692
C -2.822 -0.849 -1.435
O -3.159 0.301 -1.217
O -0.380 -3.145 -1.421
C -0.218 -4.143 -0.672
O 0.780 -4.321 0.015
C -1.430 -4.814 -0.506
O -2.365 -4.174 -1.016
O -1.612 -5.798 0.212
O -0.973 1.021 -3.977
C -0.273 0.913 -3.043
O 0.111 -0.201 -2.567
B 0.548 0.166 -1.176
O 0.433 1.614 -1.102
C -0.139 1.987 -2.102
O -0.163 3.164 -2.398
O -0.092 -0.502 -0.060
C 0.756 -1.189 0.563
O 0.513 -1.629 1.664
C 1.994 -1.071 0.014
O 1.939 -0.300 -0.981
O 3.071 -1.071 0.580
O -3.758 1.763 -3.984
H -3.068 2.301 -4.406
H -3.355 0.892 -4.080
O 2.290 -3.457 2.722
H 1.551 -3.487 2.053
H 2.104 -2.680 3.199
O 4.604 -1.702 2.721
H 4.164 -1.640 1.865
H 4.273 -2.545 3.007
O 3.822 1.256 1.686
H 2.977 1.632 1.485
H 3.831 0.434 1.156
O -0.709 6.134 -2.021
H -0.520 5.404 -1.398
H -1.035 6.939 -1.588
O -1.434 2.033 1.205
H -0.736 1.757 0.653
H -1.028 2.790 1.627
O 1.154 1.717 2.093
H 1.216 2.448 1.429
H 0.797 2.018 2.912
O -1.648 -3.173 1.919
H -0.977 -2.508 1.651
H -1.048 -3.764 2.332
O 1.409 3.632 0.308
H 1.955 4.350 0.107
H 1.165 3.166 -0.483
O 1.969 -0.237 3.861
H 1.454 0.315 3.301
H 2.842 -0.276 3.437
O -2.813 4.871 -3.609
H -2.984 4.000 -3.188
H -1.993 5.160 -3.178
O -0.160 -2.403 4.654
H 0.417 -1.722 4.908
H -0.432 -2.012 3.774

Calculated atomic charges, method Mulliken, unit e:
1 O -0.8327
2 C 0.7296
3 O -0.6246
4 B 1.3598
5 O -0.1948
6 C 0.5758
7 O -0.6914
8 O -0.2635
9 C 0.6554
10 O -0.7070
11 C 0.5160
12 O -0.6972
13 O -0.7142
14 O -0.6134
15 C 0.4701
16 O -0.5805
17 B 1.2488
18 O -1.0351
19 C 1.0873
20 O -0.6233
21 O -0.4601
22 C 1.4699
23 O -0.4628
24 C 0.0781
25 O -0.6984
26 O -0.7529
27 O -0.6321
28 H 0.3373
29 H 0.3733
30 O -0.8012
31 H 0.3086
32 H 0.4507
33 O -0.7297
34 H 0.5271
35 H 0.3135
36 O -0.7580
37 H 0.3538
38 H 0.4122
39 O -0.6609
40 H 0.3624
41 H 0.2729
42 O -0.6558
43 H 0.0797
44 H 0.3238
45 O -0.5425
46 H 0.1920
47 H 0.2160
48 O -0.7258
49 H 0.1928
50 H 0.4298
51 O -0.6808
52 H 0.2720
53 H 0.4261
54 O -0.6774
55 H 0.3611
56 H 0.4029
57 O -0.6905
58 H 0.3341
59 H 0.3912
60 O -0.6797
61 H 0.3163
62 H 0.3459

***

Relative energies, unit hartree: P) 0.0381; Q) 0.0000